Record 1
A single C3H4O2S molecule in a non-equilibrium geometry, computed with ωB97M-V/def2-TZVPD.

```
! wB97M-V def2-TZVPD RIJCOSX def2/J DEFGRID3
* xyz 0 1
C -0.270 0.787 -0.036
C 1.055 0.455 0.059
C 1.537 -0.832 0.144
O 2.853 -0.936 -0.090
O 5.286 0.115 0.058
S 3.868 0.448 -0.041
H -0.579 1.782 0.081
H -1.057 0.125 0.032
H 1.584 1.343 -0.270
H 0.892 -1.763 0.211
*
```

Summary:
ΔE to the lowest compared entry with this formula, charge and spin: 397.1 kJ/mol
Calculated total energy: -665.234382 hartree
HOMO-LUMO gap (spin up / spin down): 8.76 / 6.28 eV
Largest force on an atom: 0.0558 Eh/bohr


Record 2
A single C3H4O2S molecule in a non-equilibrium geometry, computed with ωB97M-V/def2-TZVPD.

```
! wB97M-V def2-TZVPD RIJCOSX def2/J DEFGRID3
* xyz 0 1
C -1.489 0.525 0.176
C -0.055 0.558 0.355
O 0.553 1.253 1.126
C 0.797 -0.441 -0.431
O 0.507 -1.132 -1.370
S 2.413 -0.607 0.328
H -1.787 -0.416 0.554
H -1.974 1.362 0.663
H -1.756 0.477 -0.891
H 2.792 -1.582 -0.510
*
```

Summary:
ΔE to the lowest compared entry with this formula, charge and spin: 49.4 kJ/mol
Calculated total energy: -665.366802 hartree
SMILES: CC(=O)C(=O)S
HOMO-LUMO gap: 9.37 eV
Largest force on an atom: 0.0379 Eh/bohr


Record 3
A molecular structure, C3H4O2S2 in a non-equilibrium geometry, computed with ωB97M-V/def2-TZVPD.

```
! wB97M-V def2-TZVPD RIJCOSX def2/J DEFGRID3
* xyz 0 1
C 1.927 -0.591 -0.909
C 1.541 -1.474 -0.050
C -1.225 0.371 0.640
O 2.130 0.283 -1.667
O -1.277 -0.182 1.665
S -1.634 -0.152 -0.953
S -1.211 2.206 0.557
H 1.367 -2.539 -0.283
H 1.361 -1.141 0.950
H -2.023 0.869 -1.830
H -0.957 2.349 1.882
*
```

Summary:
ΔE to the lowest compared entry with this formula, charge and spin: 173.0 kJ/mol
Calculated total energy: -1063.498189 hartree
HOMO-LUMO gap: 9.47 eV
Largest force on an atom: 0.1033 Eh/bohr


Record 4
A molecular structure, C3H4O2Sr in a non-equilibrium geometry, computed with ωB97M-V/def2-TZVPD.

```
! wB97M-V def2-TZVPD RIJCOSX def2/J DEFGRID3
* xyz 0 1
C 0.024 0.955 1.172
C 1.057 0.629 0.393
O 0.802 -0.160 -0.822
C 0.750 -1.462 -0.789
O -0.508 -1.770 -1.063
H 0.219 0.695 2.221
H 2.118 0.605 0.664
H -0.579 -2.721 -1.200
Sr -2.305 1.056 0.475
H -1.579 2.172 -1.051
*
```

Summary:
ΔE to the lowest compared entry with this formula, charge and spin: 474.6 kJ/mol
Calculated total energy: -297.635604 hartree
HOMO-LUMO gap: 6.56 eV
Largest force on an atom: 0.0394 Eh/bohr


Record 5
A single C3H4O3 molecule, computed with ωB97M-V/def2-TZVPD.

```
! wB97M-V def2-TZVPD RIJCOSX def2/J DEFGRID3
* xyz 0 1
O 1.926 0.368 1.352
C 1.122 -0.346 0.810
C 0.253 0.083 -0.387
O -0.001 -1.030 -1.168
C -1.054 0.753 0.031
O -2.110 0.251 -0.276
H 0.958 -1.414 1.066
H 0.839 0.857 -0.910
H -0.957 -1.203 -1.093
H -0.994 1.713 0.575
*
```

Summary:
ΔE to the lowest compared entry with this formula, charge and spin: 150.4 kJ/mol
Calculated total energy: -342.398647 hartree
SMILES: O=CC(O)C=O
HOMO-LUMO gap: 10.40 eV
Largest force on an atom: 0.0144 Eh/bohr


Record 6
A single C3H4O3 molecule in a non-equilibrium geometry, computed with ωB97M-V/def2-TZVPD.

```
! wB97M-V def2-TZVPD RIJCOSX def2/J DEFGRID3
* xyz 0 1
O -1.673 -1.420 -0.526
C -1.705 -0.281 -0.131
C -0.304 0.488 -0.188
O -0.143 1.543 -0.759
C 0.913 -0.274 0.351
O 2.084 0.478 0.229
H -2.752 -0.055 0.087
H 0.994 -1.231 -0.186
H 0.727 -0.518 1.407
H 1.860 1.270 -0.284
*
```

Summary:
ΔE to the lowest compared entry with this formula, charge and spin: 201.0 kJ/mol
Calculated total energy: -342.379389 hartree
SMILES: O=CC(=O)CO
HOMO-LUMO gap: 9.85 eV
Largest force on an atom: 0.0404 Eh/bohr


Record 7
A single C3H4O3 molecule in a non-equilibrium geometry, computed with ωB97M-V/def2-TZVPD.

```
! wB97M-V def2-TZVPD RIJCOSX def2/J DEFGRID3
* xyz 0 1
C -1.704 0.080 0.516
O -0.307 -0.163 0.664
C 0.386 -0.114 -0.467
O -0.036 0.181 -1.564
C 1.766 -0.645 -0.353
O 2.592 0.311 0.004
H -2.130 -0.082 1.503
H -1.882 1.103 0.180
H -2.129 -0.616 -0.211
H 3.443 -0.055 -0.272
*
```

Summary:
ΔE to the lowest compared entry with this formula, charge and spin: 322.9 kJ/mol
Calculated total energy: -342.332947 hartree
HOMO-LUMO gap: 9.67 eV
Largest force on an atom: 0.0208 Eh/bohr


Record 8
2 unconnected molecules or ions with the total composition C3H4O3 in a non-equilibrium geometry, computed with ωB97M-V/def2-TZVPD.

```
! wB97M-V def2-TZVPD RIJCOSX def2/J DEFGRID3
* xyz 0 1
C -2.157 1.045 0.953
C -1.395 0.096 0.941
C 0.695 -0.372 -0.381
O 1.296 -1.040 0.586
O 1.100 0.909 -0.591
O 0.327 -1.190 -1.421
H -2.738 1.913 1.190
H 2.212 -0.718 0.851
H 0.451 1.416 -1.182
H 0.208 -2.060 -0.946
*
```

Summary:
ΔE to the lowest compared entry with this formula, charge and spin: 576.0 kJ/mol
Calculated total energy: -342.236549 hartree
HOMO-LUMO gap: 8.20 eV
Largest force on an atom: 0.0515 Eh/bohr


Record 9
A single C3H4O3 molecule in a non-equilibrium geometry, computed with ωB97M-V/def2-TZVPD.

```
! wB97M-V def2-TZVPD RIJCOSX def2/J DEFGRID3
* xyz 0 1
O -0.789 -1.275 -0.367
C -0.351 -0.972 0.715
C 0.352 0.369 0.878
O -0.329 1.118 -0.158
C -0.052 0.520 -1.384
O 1.003 0.062 -1.731
H -0.606 -1.614 1.562
H 0.312 0.710 1.935
H 1.393 0.395 0.561
H -0.932 0.688 -2.012
*
```

Summary:
ΔE to the lowest compared entry with this formula, charge and spin: 189.2 kJ/mol
Calculated total energy: -342.383873 hartree
SMILES: O=CCOC=O
HOMO-LUMO gap: 10.69 eV
Largest force on an atom: 0.0245 Eh/bohr


Record 10
A molecular structure, C3H4O3 in a non-equilibrium geometry, computed with ωB97M-V/def2-TZVPD.

```
! wB97M-V def2-TZVPD RIJCOSX def2/J DEFGRID3
* xyz 0 1
O -0.189 -1.222 -1.175
C 0.151 -0.176 -0.354
C 1.135 -0.369 0.695
O 1.735 0.673 0.965
C -1.024 0.647 0.054
O -2.096 0.448 -0.481
H -1.155 -1.110 -1.323
H 0.970 0.976 -0.419
H 1.333 -1.295 1.223
H -0.861 1.428 0.815
*
```

Summary:
ΔE to the lowest compared entry with this formula, charge and spin: 339.3 kJ/mol
Calculated total energy: -342.326720 hartree
HOMO-LUMO gap: 9.88 eV
Largest force on an atom: 0.0604 Eh/bohr


Record 11
A single C3H4O3S molecule in a non-equilibrium geometry, computed with ωB97M-V/def2-TZVPD.

```
! wB97M-V def2-TZVPD RIJCOSX def2/J DEFGRID3
* xyz 0 1
O 1.253 -1.114 0.076
C 1.646 -0.296 0.869
O 0.818 0.602 1.434
C -0.497 0.625 0.760
S -0.549 1.230 -0.946
C -0.999 -0.256 -1.716
O -1.519 -1.187 -1.151
H 2.668 -0.266 1.219
H -1.103 1.298 1.404
H -0.896 -0.372 0.847
H -0.822 -0.266 -2.796
*
```

Summary:
ΔE to the lowest compared entry with this formula, charge and spin: 152.5 kJ/mol
Calculated total energy: -740.601511 hartree
SMILES: O=COCSC=O
HOMO-LUMO gap: 10.85 eV
Largest force on an atom: 0.0391 Eh/bohr


Record 12
2 unconnected molecules or ions with the total composition C3H4O3S in a non-equilibrium geometry, computed with ωB97M-V/def2-TZVPD.

```
! wB97M-V def2-TZVPD RIJCOSX def2/J DEFGRID3
* xyz 0 1
C -0.377 -0.977 -0.116
C 0.708 -0.398 0.347
C 1.975 0.138 -0.378
O -3.177 -0.084 1.315
O -2.035 1.539 -0.128
O -1.416 -1.404 -0.445
S -2.928 0.383 0.010
H 0.526 0.013 1.366
H 1.971 -0.219 -1.404
H 2.946 -0.235 -0.044
H 1.806 1.244 -0.522
*
```

Summary:
ΔE to the lowest compared entry with this formula, charge and spin: 274.7 kJ/mol
Calculated total energy: -740.554985 hartree
HOMO-LUMO gap: 9.18 eV
Largest force on an atom: 0.0652 Eh/bohr